No. 1
{
  "formula": "C2N5O2",
  "method": "the ωB97M-V functional and the def2-TZVPD basis",
  "max_force_ev_per_a": 5.9,
  "e_tot_ha": -500.3138,
  "relative_energy_kj_mol": 58.5,
  "homo_lumo_gap_ev": [7.24, 7.24],
  "charge": -1,
  "symbols": ["C", "C", "N", "N", "N", "N", "N", "O", "O"],
  "xyz": [[-0.684228, 0.321565, 0.188152], [-1.744779, 1.365345, -1.702883], [-0.154703, 0.125813, 1.210558], [-2.282496, 2.048223, -2.417904], [1.242452, -1.451400, 1.087072], [-1.105375, 0.559583, -0.988443], [2.300933, -1.082406, 0.821020], [2.685549, -0.067605, 0.257672], [0.875702, -2.536132, 1.507028]],
  "atomic_forces_ev_per_a": [[-0.21, 1.25, -1.87], [1.14, -1.11, 1.98], [0.12, -0.40, 1.11], [-2.55, 3.11, -3.24], [-2.74, -4.61, 2.45], [1.43, -2.72, 1.85], [3.63, 3.75, -2.54], [1.01, 0.62, 0.00], [-1.83, 0.11, 0.25]]
}

No. 2
{
  "formula": "C2H7N3O2",
  "method": "the ωB97M-V functional and the def2-TZVPD basis",
  "max_force_ev_per_a": 3.3,
  "e_tot_ha": -394.9690,
  "relative_energy_kj_mol": 619.6,
  "homo_lumo_gap_ev": 9.70,
  "symbols": ["C", "C", "N", "N", "N", "O", "O", "H", "H", "H", "H", "H", "H", "H"],
  "xyz": [[-0.657311, 1.746931, 0.106479], [1.093925, -0.751269, -0.613907], [1.792306, -1.293444, 0.391123], [-0.502885, 0.288432, 0.096966], [-1.592874, -0.381819, 0.005114], [-2.716374, 0.173701, 0.013078], [-1.479312, -1.660968, -0.068750], [-1.365426, 2.080196, -0.620423], [-0.909077, 1.890403, 1.215084], [0.298072, 2.288006, -0.075117], [0.428507, -1.474044, -1.118655], [1.636522, 0.024150, -1.216200], [2.671301, -0.963206, 0.809865], [1.302632, -1.967074, 1.075344]],
  "atomic_forces_ev_per_a": [[0.95, -0.54, 2.36], [-0.75, 0.55, 0.06], [-0.24, -1.61, 2.41], [3.01, 0.38, -1.31], [-2.11, -2.35, -0.23], [1.38, -0.37, 0.04], [-0.11, 1.73, 0.14], [-0.79, 0.30, -0.04], [-0.26, 0.85, -1.74], [-0.36, -0.83, 0.10], [0.18, 0.85, 0.30], [-0.75, -0.77, 0.69], [-0.98, 0.45, -0.75], [0.83, 1.36, -2.03]]
}